(1)
A structure of composition C30H64AlBeCl3F8N3NbO19P4S at a distorted geometry. Source: OMol25; level of theory: wB97M-V/def2-TZVPD.

Properties
Charge ... +2
Molar mass ... 1314.05 g mol⁻¹
Gap between HOMO and LUMO ... 1.4 eV

Atoms and positions in Å:
1 C 1.713 2.687 2.771
2 C 1.060 1.342 2.328
3 C 1.086 0.422 3.574
4 Nb 0.741 -1.793 3.173
5 C 0.181 -1.245 1.065
6 P -0.566 -2.528 0.006
7 O -1.379 -1.909 -1.030
8 O -1.561 -3.466 0.868
9 O 0.553 -3.464 -0.664
10 O 0.998 -2.407 5.031
11 C 1.690 -1.599 6.004
12 C 3.209 -1.523 5.806
13 N 2.785 -2.199 2.655
14 C 3.334 -1.245 1.787
15 O 3.860 -0.249 2.173
16 F 3.345 -1.471 0.445
17 C 2.983 -3.550 2.260
18 O 3.032 -4.420 3.071
19 F 3.108 -3.847 0.962
20 P -1.773 -1.600 3.726
21 C -2.214 -2.278 5.325
22 C -2.456 0.058 3.509
23 H 2.106 3.132 1.854
24 H 2.583 2.532 3.410
25 H 0.985 3.371 3.211
26 H 0.057 1.619 2.012
27 H 1.661 0.994 1.493
28 H 0.265 0.768 4.213
29 H 2.006 0.618 4.134
30 H 0.358 -3.528 2.732
31 H -0.629 -0.508 1.119
32 H 0.982 -0.784 0.484
33 H -1.116 -4.280 1.150
34 H 1.375 -2.958 -0.657
35 H 1.231 -0.630 6.210
36 H 1.574 -2.132 6.952
37 H 3.587 -2.390 5.269
38 H 3.665 -1.579 6.794
39 H 3.558 -0.590 5.365
40 H -3.089 -2.935 5.167
41 H -1.438 -2.902 5.765
42 H -2.573 -1.500 6.002
43 H -3.222 0.041 2.718
44 H -2.969 0.377 4.417
45 H -1.713 0.797 3.206
46 C 5.474 6.239 -2.653
47 O 5.678 5.009 -3.336
48 C 6.942 4.401 -3.089
49 C 6.792 3.186 -2.193
50 N 6.434 3.568 -0.854
51 C 5.955 2.484 -0.006
52 C 4.763 1.659 -0.476
53 O 3.506 2.368 -0.474
54 C 3.334 3.246 -1.556
55 H 4.619 6.733 -3.111
56 H 5.245 6.079 -1.591
57 H 6.344 6.891 -2.737
58 H 7.672 5.111 -2.694
59 H 7.320 4.061 -4.056
60 H 7.783 2.601 -2.199
61 H 6.033 2.531 -2.645
62 H 5.725 4.288 -0.897
63 H 5.690 2.936 0.953
64 H 6.788 1.804 0.186
65 H 4.655 0.847 0.243
66 H 4.938 1.184 -1.449
67 H 3.761 2.853 -2.491
68 H 3.734 4.237 -1.343
69 H 2.238 3.374 -1.695
70 C -4.830 -5.568 -0.325
71 C -4.549 -4.672 -1.517
72 O -4.092 -3.385 -1.098
73 H -5.582 -5.114 0.323
74 H -5.188 -6.547 -0.645
75 H -3.927 -5.706 0.275
76 H -5.455 -4.521 -2.102
77 H -3.791 -5.122 -2.166
78 H -3.282 -3.504 -0.593
79 C 5.031 -2.738 -1.844
80 C 4.759 -4.210 -1.636
81 O 4.661 -4.735 -2.960
82 S 5.599 -3.949 -3.927
83 O 6.818 -4.722 -4.061
84 O 4.886 -3.515 -5.054
85 O 5.912 -2.699 -2.987
86 H 4.122 -2.188 -2.096
87 H 5.503 -2.278 -0.980
88 H 3.848 -4.407 -1.085
89 H 5.596 -4.700 -1.134
90 C -1.282 4.762 1.067
91 Cl -2.026 3.347 1.847
92 Cl -0.044 5.497 2.088
93 H -0.821 4.445 0.138
94 H -2.057 5.488 0.858
95 Be 8.090 -6.148 -4.371
96 F 3.025 -10.034 -2.854
97 P 3.369 -8.436 -2.963
98 F 1.818 -8.451 -3.505
99 F 3.732 -7.677 -4.397
100 F 3.011 -6.919 -2.401
101 F 4.931 -8.929 -3.255
102 F 3.775 -8.548 -1.359
103 C -8.494 1.415 -0.031
104 O -8.043 0.196 -0.607
105 P -7.014 0.342 -1.900
106 O -6.082 1.420 -1.447
107 O -8.164 0.883 -2.911
108 C -9.442 0.229 -2.953
109 O -6.163 -0.309 -3.168
110 C -5.142 -1.269 -2.814
111 H -9.413 1.191 0.513
112 H -7.751 1.795 0.669
113 H -8.703 2.164 -0.793
114 H -10.186 0.861 -2.469
115 H -9.425 -0.739 -2.453
116 H -9.720 0.080 -3.994
117 H -5.584 -2.126 -2.319
118 H -4.398 -0.812 -2.162
119 H -4.658 -1.601 -3.729
120 C -8.030 5.093 -0.015
121 C -7.574 4.868 -1.306
122 C -6.296 5.256 -1.667
123 C -5.487 5.863 -0.723
124 C -5.928 6.101 0.567
125 C -7.209 5.713 0.920
126 N -4.125 6.253 -1.099
127 O -3.771 6.053 -2.239
128 O -3.413 6.758 -0.243
129 H -9.029 4.785 0.266
130 H -8.214 4.388 -2.032
131 H -5.944 5.079 -2.673
132 H -5.291 6.581 1.295
133 H -7.569 5.890 1.924
134 Al 1.216 1.914 -2.540
135 Cl 9.161 1.915 -1.030

Löwdin atomic charge list, values in e, 99 entries:
1. C -0.096
2. C -0.330
3. C -0.234
4. Nb 1.596
5. C -0.413
6. P 0.336
7. O -0.263
8. O -0.191
9. O -0.098
10. O -0.417
11. C -0.316
12. C -0.067
13. N 0.002
14. C -0.558
15. O 0.166
16. F 0.082
17. C -0.568
18. O 0.179
19. F 0.122
20. P 1.071
21. C -0.255
22. C -0.261
23. H 0.063
24. H 0.084
25. H 0.028
26. H 0.035
27. H 0.061
28. H 0.048
29. H 0.068
30. H 0.049
31. H 0.020
32. H 0.011
33. H 0.076
34. H 0.049
35. H 0.107
36. H 0.116
37. H 0.075
38. H 0.090
39. H 0.065
40. H 0.085
41. H 0.055
42. H 0.072
43. H 0.084
44. H 0.070
45. H 0.001
46. C -0.093
47. O -0.192
48. C -0.190
49. C -0.268
50. N -0.023
51. C -0.190
52. C -0.177
53. O -0.222
54. C -0.217
55. H 0.095
56. H 0.073
57. H 0.099
58. H 0.136
59. H 0.132
60. H -0.041
61. H 0.110
62. H 0.076
63. H 0.135
64. H 0.078
65. H 0.093
66. H 0.118
67. H 0.087
68. H 0.104
69. H -0.085
70. C -0.085
71. C -0.298
72. O -0.118
73. H 0.075
74. H 0.081
75. H 0.063
76. H 0.110
77. H 0.118
78. H 0.026
79. C -0.151
80. C -0.136
81. O -0.152
82. S 0.639
83. O -0.329
84. O -0.133
85. O -0.158
86. H 0.128
87. H 0.136
88. H 0.122
89. H 0.152
90. C -0.964
91. Cl 0.539
92. Cl 0.577
93. H 0.021
94. H -0.005
95. Be 0.923
96. F -0.188
97. P 0.361
98. F -0.196
99. F -0.230

=====

(2)
A cluster of 5 separate species, C30H64ClO14P2S6 in total. Source: OMol25; level of theory: wB97M-V/def2-TZVPD.

Properties
Charge ... +1
Molar mass ... 938.63 g mol⁻¹
Gap between HOMO and LUMO ... 9.8 eV

Atoms and positions in Å:
1 C -3.164 2.295 -2.756
2 C -3.587 1.535 -1.513
3 O -2.499 1.045 -0.745
4 C -1.719 0.093 -1.415
5 C -1.052 -0.740 -0.324
6 P 0.082 -2.018 -0.885
7 S -0.059 -2.034 -2.949
8 C -0.485 -3.594 -0.169
9 C -1.618 -4.228 -0.998
10 C -2.371 -5.280 -0.189
11 C -3.601 -5.727 -0.998
12 S -3.943 -7.447 -0.760
13 O -4.813 -7.653 0.350
14 O -2.719 -8.175 -0.846
15 Cl -5.024 -7.837 -2.440
16 C 1.697 -1.557 -0.238
17 C 2.909 -2.441 -0.543
18 P 3.455 -2.345 -2.268
19 O 3.061 -1.053 -2.843
20 O 5.018 -2.581 -2.155
21 C 5.861 -1.914 -3.129
22 C 5.715 -2.452 -4.549
23 O 2.912 -3.600 -3.100
24 C 2.546 -4.820 -2.446
25 C 2.108 -5.833 -3.496
26 H -4.046 2.727 -3.226
27 H -2.690 1.646 -3.491
28 H -2.477 3.098 -2.498
29 H -4.251 0.710 -1.789
30 H -4.137 2.202 -0.854
31 H -2.354 -0.530 -2.052
32 H -0.966 0.570 -2.051
33 H -0.485 -0.073 0.322
34 H -1.841 -1.203 0.269
35 H 0.308 -3.301 -3.177
36 H -0.922 -3.313 0.791
37 H 0.338 -4.288 -0.021
38 H -2.324 -3.442 -1.272
39 H -1.212 -4.690 -1.895
40 H -1.736 -6.128 0.053
41 H -2.732 -4.835 0.737
42 H -4.497 -5.162 -0.772
43 H -3.407 -5.612 -2.064
44 H 1.900 -0.527 -0.526
45 H 1.548 -1.568 0.846
46 H 3.751 -2.015 0.003
47 H 2.787 -3.451 -0.159
48 H 6.873 -2.090 -2.777
49 H 5.693 -0.842 -3.095
50 H 6.697 -2.702 -4.946
51 H 5.124 -3.362 -4.578
52 H 5.279 -1.718 -5.219
53 H 3.377 -5.215 -1.860
54 H 1.727 -4.654 -1.739
55 H 1.350 -6.495 -3.086
56 H 2.956 -6.428 -3.820
57 H 1.706 -5.298 -4.353
58 C 1.390 4.521 1.571
59 C -0.076 4.780 1.205
60 C -0.725 3.422 0.902
61 S 0.182 2.230 1.891
62 O 0.869 1.307 0.995
63 O -0.665 1.702 2.931
64 C 1.375 3.368 2.570
65 H 1.861 5.402 1.995
66 H 1.956 4.237 0.682
67 H -0.574 5.253 2.048
68 H -0.166 5.452 0.353
69 H -1.772 3.376 1.190
70 H -0.621 3.134 -0.143
71 H 2.333 2.867 2.693
72 H 0.996 3.689 3.541
73 C 6.963 3.254 0.587
74 C 7.698 3.460 1.919
75 C 6.715 4.134 2.885
76 S 5.075 3.612 2.368
77 O 4.343 4.763 1.901
78 O 4.508 2.730 3.358
79 C 5.604 2.659 0.948
80 H 7.515 2.599 -0.084
81 H 6.826 4.212 0.083
82 H 8.006 2.493 2.320
83 H 8.595 4.063 1.795
84 H 6.863 3.829 3.918
85 H 6.746 5.219 2.809
86 H 4.857 2.749 0.163
87 H 5.693 1.622 1.269
88 C -9.239 -5.338 -1.082
89 C -9.638 -3.856 -1.040
90 C -8.396 -3.036 -1.416
91 S -7.415 -4.095 -2.489
92 O -6.169 -4.398 -1.817
93 O -7.407 -3.571 -3.829
94 C -8.477 -5.529 -2.390
95 H -10.107 -5.993 -1.032
96 H -8.591 -5.575 -0.236
97 H -10.434 -3.670 -1.762
98 H -10.012 -3.566 -0.060
99 H -8.637 -2.127 -1.960
100 H -7.787 -2.799 -0.546
101 H -7.864 -6.427 -2.419
102 H -9.142 -5.497 -3.252
103 C 1.981 6.808 5.347
104 C 2.253 8.316 5.243
105 C 1.214 8.904 4.278
106 S -0.235 7.847 4.404
107 O -0.429 7.182 3.136
108 O -1.316 8.557 5.031
109 C 0.475 6.671 5.553
110 H 2.536 6.351 6.164
111 H 2.279 6.311 4.420
112 H 2.144 8.775 6.227
113 H 3.264 8.520 4.896
114 H 0.921 9.918 4.537
115 H 1.552 8.869 3.244
116 H 0.084 5.680 5.331
117 H 0.175 6.975 6.554

Löwdin atomic charge list, values in e, 99 entries:
1. C -0.067
2. C -0.254
3. O -0.155
4. C -0.310
5. C -0.250
6. P 0.733
7. S 0.699
8. C -0.279
9. C -0.260
10. C -0.205
11. C -0.299
12. S 0.332
13. O -0.321
14. O -0.332
15. Cl 0.421
16. C -0.325
17. C -0.226
18. P 0.453
19. O -0.261
20. O -0.201
21. C -0.239
22. C -0.062
23. O -0.229
24. C -0.288
25. C -0.047
26. H 0.083
27. H 0.072
28. H 0.080
29. H 0.120
30. H 0.123
31. H 0.109
32. H 0.119
33. H 0.060
34. H 0.117
35. H -0.146
36. H 0.105
37. H 0.092
38. H 0.114
39. H 0.105
40. H 0.113
41. H 0.126
42. H 0.071
43. H 0.095
44. H 0.093
45. H 0.114
46. H 0.108
47. H 0.088
48. H 0.115
49. H 0.109
50. H 0.077
51. H 0.070
52. H 0.081
53. H 0.128
54. H 0.074
55. H 0.080
56. H 0.083
57. H 0.082
58. C -0.223
59. C -0.203
60. C -0.211
61. S 0.694
62. O -0.360
63. O -0.315
64. C -0.216
65. H 0.097
66. H 0.114
67. H 0.084
68. H 0.123
69. H 0.106
70. H 0.095
71. H 0.071
72. H 0.110
73. C -0.215
74. C -0.207
75. C -0.212
76. S 0.668
77. O -0.314
78. O -0.326
79. C -0.226
80. H 0.116
81. H 0.121
82. H 0.118
83. H 0.117
84. H 0.105
85. H 0.106
86. H 0.108
87. H 0.108
88. C -0.212
89. C -0.207
90. C -0.216
91. S 0.673
92. O -0.352
93. O -0.312
94. C -0.224
95. H 0.119
96. H 0.121
97. H 0.119
98. H 0.116
99. H 0.103

=====

LUMO level? In order: -9.968, -2.066 eV.